DFT (ωB97M-V/def2-TZVPD) results for a molecular structure, C21H25N5O3OsS2.

Element x y z (Å)
1 C -0.093 3.991 2.974
2 C 1.659 -1.629 1.996
3 C 2.794 2.090 -2.265
4 H -3.848 -3.657 -4.875
5 O 0.398 -4.031 -0.312
6 C 3.013 -1.567 -0.027
7 H -1.287 2.860 5.056
8 C -1.790 -3.487 -1.658
9 H -2.760 3.530 4.291
10 S -0.748 -3.190 -0.261
11 H 0.520 4.647 2.363
12 N -0.445 2.840 2.135
13 H 3.134 -4.609 1.424
14 C -1.284 1.840 2.357
15 C 2.183 -0.908 0.904
16 C -0.197 4.167 -2.074
17 N -2.047 1.727 3.433
18 H 0.064 2.770 1.271
19 H 1.001 -1.130 2.696
20 H 2.719 1.107 0.291
21 S -1.479 0.518 1.223
22 H -1.452 3.010 -0.688
23 H 3.045 2.198 -3.319
24 N 1.063 3.859 -2.532
25 C -3.260 -3.591 -3.971
26 H -3.829 -5.549 -3.320
27 C 1.929 0.531 0.769
28 C 3.354 -2.887 0.163
29 C 1.478 2.716 -1.981
30 H 1.608 1.010 1.693
31 H -0.728 5.043 -2.397
32 H -2.640 0.911 3.421
33 Os 0.280 0.309 -0.499
34 N -0.336 -1.640 -0.829
35 C 2.013 -2.949 2.181
36 C -1.792 -2.406 -2.535
37 H -2.531 -1.602 -4.389
38 H 1.630 -3.498 3.030
39 C 2.862 -3.574 1.272
40 H -2.500 -5.476 -1.227
41 C -0.960 -1.347 -1.980
42 H 1.599 4.402 -3.193
43 H 3.415 -1.013 -0.867
44 H 4.006 -3.389 -0.538
45 O -0.763 -0.152 -2.366
46 C -2.508 -4.635 -1.907
47 H 3.580 2.559 -1.671
48 N 0.529 2.272 -1.148
49 H -0.974 4.544 3.282
50 C -2.529 -2.441 -3.707
51 H 2.773 1.026 -2.035
52 C -2.234 2.623 4.581
53 O -1.492 -3.014 0.942
54 C -3.249 -4.666 -3.086
55 C -0.537 3.171 -1.229
56 H 0.486 3.685 3.843
57 H -2.844 2.082 5.298

* largest force on an atom: 0.4 eV/Å
* multiplicity: 5
* HOMO level (spin up / spin down): -13.51 / -14.27 eV
* LUMO (spin up / spin down): -5.65 / -7.89 eV
* total charge: +2
* orbital gap (spin up / spin down): 7.87 / 6.39 eV
* electronic energy: -59897.756 eV